The following is a quantum chemistry calculation of a single CH13N7P2 molecule at a distorted geometry, from OMol25.

XYZ file:
```
23
Properties=species:S:1:pos:R:3:forces:R:3
C 1.999 1.808 0.780 0.7 -1.3 0.2
N 1.446 1.018 -0.292 -3.1 0.2 -1.9
N 1.980 -1.286 1.115 2.3 -0.9 -3.4
N -0.438 -0.823 0.648 0.6 2.2 -0.4
N 1.390 -1.173 -1.609 -1.3 1.1 -1.2
N -3.101 -0.189 0.760 0.8 2.1 0.5
N -1.526 1.400 -0.820 0.5 -1.7 -1.2
N -2.190 -1.258 -1.440 1.4 1.3 -0.5
P 1.186 -0.623 -0.083 0.7 0.8 2.7
P -2.000 -0.038 -0.463 -0.4 -1.3 0.0
H 2.727 2.547 0.417 0.0 -0.6 0.2
H 2.375 0.920 1.316 1.1 1.4 1.1
H 1.266 2.336 1.366 -0.5 0.1 0.3
H -0.562 -1.816 0.786 -0.2 -0.2 0.3
H -0.232 -0.321 1.556 -0.6 -1.1 -0.9
H 0.997 -2.060 -1.823 -0.2 -1.2 0.1
H 0.939 -0.532 -2.291 0.8 -0.2 0.5
H -2.937 0.312 1.636 -0.2 -0.2 -0.6
H -3.555 -1.041 0.889 -0.8 -1.6 0.0
H 0.541 1.430 -0.657 1.1 -0.4 -0.1
H -1.664 2.014 -0.079 -0.3 1.7 1.5
H 2.838 -1.586 0.476 -1.2 0.4 2.3
H -1.481 -1.040 -2.188 -1.1 -0.6 0.4
```
Positions in Å, forces in eV/Å.

## Properties
HOMO-LUMO gap (hartree): 0.3458
HOMO energy (eV): -9.0
DFT total energy (Eh): -1111.9099
Energy above the lowest of the compared OMol25 structures with the same formula, charge and spin (kJ/mol): 142.9



The following is a quantum chemistry calculation of 6 unconnected molecules or ions with the total composition CH13NO4 at a distorted geometry, from OMol25.

XYZ file:
```
19
Properties=species:S:1:pos:R:3:forces:R:3
C 1.266 0.183 -0.555 1.1 0.1 -2.5
N 0.847 -1.141 -0.245 -2.1 -1.0 -0.2
H 0.707 1.016 -0.171 -0.2 0.6 0.8
H 2.333 0.197 -0.342 0.0 0.6 0.5
H 1.269 0.325 -1.662 -0.1 -0.1 0.5
H -0.179 -1.320 -0.468 1.5 0.3 0.5
H 0.980 -1.270 0.759 -0.2 -0.4 0.0
H -2.306 0.524 -3.932 -1.0 0.6 -1.0
H -1.342 -0.088 -3.059 0.3 -0.2 -3.4
O -1.518 0.030 -4.149 0.7 -0.4 4.6
H -1.476 0.216 -1.579 0.3 -0.1 0.2
H -2.099 0.353 -0.143 -0.5 -0.1 -0.5
O -2.396 0.467 0.778 0.7 -0.1 -0.1
H 0.982 0.154 2.426 0.3 -0.1 0.1
H 2.535 -0.948 3.041 -0.6 0.1 -0.7
O 1.828 -0.877 2.358 0.6 -0.4 0.6
H -1.532 0.351 1.215 -0.1 0.2 0.6
H -0.147 0.943 3.282 -0.7 0.1 1.9
O 0.248 0.884 2.445 0.1 0.4 -2.0
```
Positions in Å, forces in eV/Å.

## Properties
HOMO-LUMO gap (hartree): 0.0935
HOMO energy (eV): -9.3
DFT total energy (Eh): -401.2169
Energy above the lowest of the compared OMol25 structures with the same formula, charge and spin (kJ/mol): 1059.7



The following is a quantum chemistry calculation of a molecular structure, CH13NO4 at a distorted geometry, from OMol25.

XYZ file:
```
19
Properties=species:S:1:pos:R:3:forces:R:3
H 0.490 0.297 1.055 0.8 0.7 -1.2
O 0.936 0.978 0.229 -0.5 0.0 1.1
N 0.035 -0.794 1.704 -0.7 -0.7 0.3
H 1.855 1.172 0.437 0.0 -0.1 -0.1
H -0.981 -0.767 1.742 0.1 0.3 0.0
H 0.389 -0.850 2.651 -0.1 -0.1 0.0
C 0.418 -1.985 0.912 0.5 -0.8 0.5
H 0.755 -1.709 -0.080 -0.1 0.1 -0.1
H 1.227 -2.534 1.404 0.1 0.4 0.0
H -0.368 -2.735 0.848 -0.3 0.3 -0.1
O 0.026 3.633 -1.061 0.5 -0.2 0.3
H -0.510 2.878 -0.822 -0.7 -0.3 -0.1
H 0.832 3.315 -0.630 0.2 0.4 -0.2
O 0.172 -0.171 -1.965 -0.1 -0.5 0.5
H 0.490 0.380 -2.681 0.0 0.2 0.1
H 0.379 0.269 -1.084 0.7 0.3 -1.0
O -2.059 -0.448 -0.506 0.4 -0.2 0.4
H -1.259 -0.526 -1.077 -0.9 0.2 -0.2
H -2.828 -0.403 -1.077 0.1 0.0 -0.2
```
Positions in Å, forces in eV/Å.

## Properties
HOMO-LUMO gap (hartree): 0.4049
HOMO energy (eV): -10.5
DFT total energy (Eh): -401.5952
Energy above the lowest of the compared OMol25 structures with the same formula, charge and spin (kJ/mol): 66.6